ORCA calculation (ωB97M-V/def2-TZVPD) on C25H34N4O2 as an isolated structure.

Atoms and positions in Å:
1 O -2.410 -3.033 -0.280
2 C -2.395 -2.022 0.310
3 N -1.233 -1.411 0.429
4 C 0.111 -1.500 -0.128
5 C 0.460 -2.528 -0.832
6 C 1.796 -2.852 -1.193
7 C 2.774 -1.856 -1.027
8 C 2.448 -0.714 -0.743
9 N 3.448 0.214 -0.692
10 C 3.119 1.442 -0.063
11 N 4.237 2.124 -0.186
12 H 5.106 1.830 -0.715
13 C 4.554 3.338 0.859
14 H 5.125 3.894 0.561
15 H 3.733 3.558 1.361
16 C 5.534 2.320 2.011
17 N 6.458 1.836 1.142
18 H 7.294 2.381 0.998
19 C 6.932 0.313 1.442
20 C 6.090 -0.816 1.314
21 O 5.972 -0.934 -0.255
22 H 5.253 -0.568 -0.341
23 H 6.513 -1.786 1.659
24 H 5.145 -0.669 1.853
25 H 7.995 0.099 0.742
26 H 7.141 0.381 2.597
27 H 5.849 3.120 2.715
28 H 4.848 1.363 2.265
29 C 1.975 1.743 0.648
30 C 0.874 0.811 0.596
31 C 1.132 -0.590 -0.119
32 H 0.001 1.102 0.836
33 H 1.713 2.661 0.948
34 H 3.710 -1.972 -1.628
35 H 1.997 -3.818 -1.706
36 H -0.284 -3.718 -0.761
37 H -1.161 -0.464 0.881
38 C -3.426 -1.493 1.356
39 H -3.029 -0.989 2.022
40 H -3.951 -2.385 1.460
41 C -4.320 -0.368 0.428
42 C -5.241 0.022 1.371
43 C -6.114 1.167 0.387
44 C -5.291 2.431 -0.046
45 C -4.079 1.725 -1.049
46 C -4.934 1.132 -2.225
47 C -5.749 0.004 -1.710
48 C -6.938 0.564 -0.838
49 H -7.417 1.066 -1.574
50 H -7.305 -0.460 -0.527
51 C -4.836 -1.132 -1.026
52 H -5.457 -1.967 -0.717
53 H -4.193 -1.543 -1.723
54 H -6.154 -0.530 -2.539
55 H -5.496 1.827 -2.677
56 H -4.022 0.574 -2.661
57 C -3.325 0.841 -0.241
58 H -2.844 1.257 0.746
59 H -2.558 0.310 -0.818
60 H -3.729 2.554 -1.020
61 H -4.979 2.889 0.694
62 H -5.982 3.007 -0.576
63 H -7.059 1.500 0.907
64 H -4.817 0.637 2.148
65 H -6.025 -0.599 1.524

Results
HOMO in Eh: -0.274
Energy above the lowest of the compared OMol25 structures with the same formula, charge and spin in eV: 21.8105
LUMO in eV: 0.0
Orbital gap in eV: 7.413
2S+1: 1

=====

ORCA calculation (ωB97M-V/def2-TZVPD) on C4H2FeO2 as an isolated structure.

Atoms and positions in Å:
1 H -0.029 2.588 -2.397
2 O 1.564 3.193 -1.202
3 C 0.514 2.647 -1.385
4 C 0.199 1.307 -0.912
5 C -0.248 0.424 -0.192
6 C -0.718 -0.525 0.745
7 O -0.272 -1.675 0.794
8 Fe -0.378 -3.199 1.734
9 H -1.437 -0.161 1.497

Results
<S²>: 8.774
HOMO (spin up / spin down) in Eh: -0.936 / -0.933
LUMO (spin up / spin down) in eV: -15.4 / -17.0
Orbital gap (spin up / spin down) in eV: 10.046 / 8.442
2S+1: 6
Net charge: +3

=====

ORCA calculation (ωB97M-V/def2-TZVPD) on a single C2H5OP molecule.

Atoms and positions in Å:
1 C -0.234 -0.696 0.610
2 C 0.916 0.138 0.043
3 O -1.389 1.994 -0.179
4 P -0.737 0.544 -0.547
5 H -0.136 -1.803 0.413
6 H -0.578 -0.653 1.544
7 H 1.434 0.943 0.718
8 H 1.598 -0.489 -0.714
9 H -0.873 0.022 -1.889

Results
SMILES: O=[PH]1CC1
HOMO in Eh: -0.350
Energy above the lowest of the compared OMol25 structures with the same formula, charge and spin in eV: 1.6809
LUMO in eV: 0.9
Orbital gap in eV: 10.408
2S+1: 1

=====

ORCA calculation (ωB97M-V/def2-TZVPD) on C7H10IO3 as an isolated structure.

Atoms and positions in Å:
1 C 0.334 0.644 -0.556
2 C 1.552 -1.848 -0.197
3 C 0.092 0.021 1.860
4 C -1.931 0.626 0.590
5 C 2.505 -0.462 -2.209
6 C -0.556 0.081 0.446
7 C 1.993 -0.522 -0.799
8 O 2.076 -2.202 0.863
9 O 0.269 1.735 -1.148
10 O 0.673 -2.454 -0.860
11 I 3.496 0.477 0.465
12 H 0.293 1.069 2.158
13 H 0.955 -0.646 2.034
14 H -0.641 -0.338 2.662
15 H -1.811 1.738 0.677
16 H -2.291 0.175 1.581
17 H -2.610 0.312 -0.136
18 H 1.800 -1.056 -2.844
19 H 2.651 0.631 -2.742
20 H 3.552 -0.796 -2.312
21 H -0.644 -1.036 0.057

Results
HOMO in Eh: -0.170
Energy above the lowest of the compared OMol25 structures with the same formula, charge and spin in eV: 1.2698
LUMO in eV: 2.9
Orbital gap in eV: 7.524
2S+1: 1
Net charge: -1

=====

ORCA calculation (ωB97M-V/def2-TZVPD) on a 4-piece molecular cluster, C20H34N3O6PS4 overall.

Atoms and positions in Å:
1 C 3.902 -4.215 5.238
2 C 3.756 -4.308 3.724
3 P 2.457 -3.399 2.796
4 C 2.742 -1.648 3.226
5 C 0.819 -3.782 3.706
6 C -0.163 -2.994 2.950
7 N -0.907 -2.363 2.342
8 C 0.543 -3.570 5.221
9 C 1.056 -2.334 5.798
10 N 1.400 -1.345 6.268
11 N 0.626 -5.217 3.452
12 C -0.415 -5.822 3.348
13 S -1.695 -6.659 3.116
14 H 3.069 -4.692 5.748
15 H 3.973 -3.181 5.576
16 H 4.804 -4.730 5.566
17 H 4.655 -3.896 3.252
18 H 3.695 -5.350 3.407
19 H 3.220 -1.204 2.359
20 H 3.311 -1.487 4.138
21 H 1.784 -1.141 3.340
22 H 0.959 -4.416 5.760
23 H -0.535 -3.589 5.386
24 C -0.670 0.013 -1.036
25 C 0.218 -1.104 -1.596
26 C 1.653 -0.572 -1.632
27 S 1.756 0.665 -0.331
28 O 1.998 1.953 -0.938
29 O 2.633 0.209 0.723
30 C 0.051 0.546 0.195
31 H -1.670 -0.345 -0.803
32 H -0.776 0.809 -1.771
33 H 0.161 -1.982 -0.948
34 H -0.097 -1.396 -2.595
35 H 2.416 -1.323 -1.444
36 H 1.868 -0.048 -2.563
37 H -0.267 1.541 0.505
38 H 0.019 -0.153 1.032
39 C 1.648 2.058 -5.203
40 C 1.118 1.882 -6.634
41 C -0.210 1.123 -6.540
42 S -0.903 1.549 -4.931
43 O -0.937 0.359 -4.114
44 O -2.091 2.345 -5.090
45 C 0.470 2.558 -4.376
46 H 2.483 2.756 -5.162
47 H 1.997 1.100 -4.812
48 H 0.952 2.862 -7.084
49 H 1.826 1.346 -7.265
50 H -0.937 1.403 -7.297
51 H -0.072 0.043 -6.540
52 H 0.576 2.431 -3.299
53 H 0.220 3.593 -4.606
54 C -4.120 4.147 1.225
55 C -4.921 4.496 -0.038
56 C -4.033 4.176 -1.244
57 S -2.951 2.835 -0.719
58 O -1.586 3.303 -0.717
59 O -3.290 1.620 -1.410
60 C -3.531 2.763 0.976
61 H -4.744 4.156 2.117
62 H -3.315 4.870 1.372
63 H -5.828 3.890 -0.074
64 H -5.224 5.542 -0.047
65 H -4.578 3.829 -2.119
66 H -3.386 5.007 -1.516
67 H -2.688 2.504 1.613
68 H -4.290 1.982 1.019

Results
SMILES: CCP(C)[C@](C#N)(CC#N)N=C=S.O=S1(=O)CCCC1.O=S1(=O)CCCC1.O=S1(=O)CCCC1
HOMO in Eh: -0.333
Energy above the lowest of the compared OMol25 structures with the same formula, charge and spin in eV: 0.0000
LUMO in eV: 0.0
Orbital gap in eV: 9.062
2S+1: 1

=====

ORCA calculation (ωB97M-V/def2-TZVPD) on a 2-piece molecular cluster, H3S3 overall.

Atoms and positions in Å:
1 S 1.789 -0.026 -1.941
2 H 2.365 1.180 -1.810
3 S -1.218 -0.539 2.276
4 S -0.116 0.410 -1.193
5 H -2.252 -0.901 1.515
6 H -0.569 -0.123 1.153

Results
HOMO in Eh: -0.093
Energy above the lowest of the compared OMol25 structures with the same formula, charge and spin in eV: 0.0917
LUMO in eV: 3.5
Orbital gap in eV: 6.019
2S+1: 1
Net charge: -1

=====

ORCA calculation (ωB97M-V/def2-TZVPD) on C51H50AsBaGeN3O6S2 as an isolated structure.

Atoms and positions in Å:
1 Ba 0.410 0.065 -0.278
2 C -2.817 -2.595 4.943
3 C -1.513 -2.511 5.418
4 C -0.594 -1.693 4.786
5 C -0.981 -0.983 3.655
6 C -2.269 -1.092 3.151
7 C -3.196 -1.879 3.818
8 N -0.096 -0.096 2.967
9 N 0.709 0.466 3.722
10 C 1.589 1.400 3.085
11 C 2.608 1.919 3.864
12 C 3.482 2.826 3.275
13 C 3.284 3.186 1.955
14 C 2.210 2.625 1.274
15 N 1.381 1.745 1.820
16 H -3.537 -3.225 5.450
17 H -1.214 -3.085 6.284
18 H 0.421 -1.606 5.146
19 H -2.547 -0.520 2.274
20 H -4.217 -1.930 3.463
21 H 2.704 1.604 4.893
22 H 4.302 3.242 3.844
23 H 3.934 3.886 1.451
24 H 2.019 2.885 0.240
25 O 4.352 -1.275 -1.853
26 S 3.128 -0.526 -1.834
27 O 1.907 -1.363 -1.844
28 O 3.015 0.431 -0.726
29 C 3.075 0.411 -3.379
30 C 4.190 0.208 -4.180
31 C 4.311 0.794 -5.432
32 C 3.297 1.601 -5.904
33 C 2.179 1.824 -5.112
34 C 2.045 1.248 -3.857
35 S 0.538 1.740 -3.002
36 O -0.087 2.751 -3.809
37 O 0.967 2.220 -1.676
38 O -0.272 0.522 -2.812
39 H 4.973 -0.436 -3.806
40 H 5.196 0.608 -6.026
41 H 3.364 2.069 -6.878
42 H 1.386 2.469 -5.462
43 C 1.160 -5.274 4.433
44 C 1.879 -4.322 3.724
45 C 1.325 -3.737 2.595
46 C 0.058 -4.111 2.158
47 C -0.660 -5.063 2.871
48 C -0.109 -5.640 4.007
49 As -0.600 -3.274 0.527
50 C 0.208 -4.489 -0.755
51 C 1.525 -4.492 -1.184
52 C 1.932 -5.446 -2.107
53 C 1.023 -6.374 -2.601
54 C -0.300 -6.357 -2.184
55 C -0.716 -5.410 -1.256
56 C -2.090 -5.247 -0.742
57 C -3.199 -5.978 -1.151
58 C -4.453 -5.683 -0.636
59 C -4.613 -4.654 0.283
60 C -3.511 -3.916 0.697
61 C -2.255 -4.221 0.197
62 H 1.589 -5.731 5.315
63 H 2.872 -4.035 4.048
64 H 1.896 -2.993 2.047
65 H -1.646 -5.361 2.536
66 H -0.671 -6.384 4.558
67 H 2.228 -3.747 -0.835
68 H 2.956 -5.452 -2.454
69 H 1.346 -7.109 -3.326
70 H -1.000 -7.079 -2.587
71 H -3.093 -6.769 -1.883
72 H -5.314 -6.250 -0.964
73 H -5.598 -4.420 0.669
74 H -3.635 -3.104 1.399
75 C -3.175 3.377 -4.269
76 C -3.593 2.343 -3.233
77 C -4.510 2.932 -2.166
78 C -5.064 1.898 -1.186
79 Ge -3.699 0.908 -0.196
80 C -2.947 -0.598 -1.193
81 C -3.984 -1.401 -1.982
82 C -3.328 -2.473 -2.846
83 C -4.337 -3.282 -3.649
84 H -2.503 2.944 -5.009
85 H -2.635 4.199 -3.796
86 H -4.048 3.790 -4.779
87 H -2.694 1.923 -2.772
88 H -4.106 1.510 -3.728
89 H -5.347 3.438 -2.658
90 H -3.964 3.706 -1.617
91 H -5.672 1.159 -1.716
92 H -5.717 2.369 -0.449
93 H -4.285 0.395 1.139
94 H -2.439 -1.273 -0.494
95 H -2.205 -0.201 -1.894
96 H -4.560 -0.729 -2.627
97 H -4.703 -1.873 -1.303
98 H -2.750 -3.143 -2.203
99 H -2.610 -1.992 -3.517
100 H -5.053 -3.777 -2.988
101 H -3.847 -4.053 -4.245
102 H -4.900 -2.641 -4.331
103 C -2.284 2.131 0.258
104 C -1.526 3.061 0.413
105 C -0.647 4.176 0.614
106 C -0.033 4.789 -0.479
107 C 0.841 5.844 -0.270
108 C 1.099 6.297 1.018
109 C 0.475 5.697 2.105
110 C -0.395 4.639 1.907
111 H -0.224 4.414 -1.475
112 H 1.324 6.313 -1.117
113 H 1.783 7.121 1.174
114 H 0.671 6.052 3.109
115 H -0.877 4.155 2.746

Results
HOMO in Eh: -0.314
Energy above the lowest of the compared OMol25 structures with the same formula, charge and spin in eV: 0.0000
LUMO in eV: -1.0
Orbital gap in eV: 7.533
2S+1: 1

=====

ORCA calculation (ωB97M-V/def2-TZVPD) on a 2-piece molecular cluster, CHF3O2S overall.

Atoms and positions in Å:
1 C -1.722 0.210 -0.100
2 O 2.719 0.755 0.155
3 O 3.369 -1.629 0.535
4 F -1.696 -0.064 1.123
5 F -1.671 1.565 -0.079
6 F -0.760 -0.243 -0.863
7 S 2.581 -0.655 -0.202
8 H -2.819 0.060 -0.568

Results
HOMO in Eh: -0.440
Energy above the lowest of the compared OMol25 structures with the same formula, charge and spin in eV: 0.5118
LUMO in eV: -1.3
Orbital gap in eV: 10.675
2S+1: 1

=====

Question: What is the 2S+1 in the seventh record?
Answer: 1

=====

Please write out number 3 again, unchanged.
ORCA calculation (ωB97M-V/def2-TZVPD) on a single C2H5OP molecule.

Atoms and positions in Å:
1 C -0.234 -0.696 0.610
2 C 0.916 0.138 0.043
3 O -1.389 1.994 -0.179
4 P -0.737 0.544 -0.547
5 H -0.136 -1.803 0.413
6 H -0.578 -0.653 1.544
7 H 1.434 0.943 0.718
8 H 1.598 -0.489 -0.714
9 H -0.873 0.022 -1.889

Results
SMILES: O=[PH]1CC1
HOMO in Eh: -0.350
Energy above the lowest of the compared OMol25 structures with the same formula, charge and spin in eV: 1.6809
LUMO in eV: 0.9
Orbital gap in eV: 10.408
2S+1: 1

=====

Question: Look up the 2S+1 of the third one.
Answer: 1